No. 1
A molecular structure, C18H23IN9OSn, computed with ωB97M-V/def2-TZVPD.

Values from the calculation:
ΔE to the lowest compared entry with this formula, charge and spin: 3.407 eV
molar mass: 627.1 Da
calculated total energy: -48422.18516 eV
E_HOMO: -0.366 Eh
Kohn-Sham gap: 6.8 eV

Geometry as ORCA input:
```
! RIJCOSX wB97M-V def2-TZVPD def2/J DEFGRID3
* xyz 1 1
Sn -0.99 -0.02 0.31
C 1.64 0.19 2.55
C 0.74 1.38 2.85
N 0.17 1.92 1.61
C 1.14 2.60 0.71
C 1.10 2.00 -0.66
C 0.92 2.71 -1.77
C 1.93 2.28 -3.92
C 1.25 0.61 -3.11
C 1.17 -0.06 -1.79
C 0.97 -1.56 -1.80
N 0.18 -2.06 -0.66
C 0.94 -2.78 0.37
C 1.76 -1.83 1.21
N 0.88 -0.89 1.91
N 1.08 0.58 -0.69
H 2.12 -0.13 3.48
H 2.43 0.49 1.86
H 1.32 2.14 3.39
H -0.08 1.06 3.49
H -0.55 2.59 1.86
H 2.14 2.51 1.14
H 0.92 3.66 0.64
H 0.82 3.79 -1.73
H 2.34 3.14 -4.45
H 0.76 -0.01 -3.86
H 1.96 -2.03 -1.82
H 0.48 -1.82 -2.73
H -0.52 -2.69 -1.03
H 1.61 -3.53 -0.09
H 0.23 -3.31 1.00
H 2.41 -1.24 0.56
H 2.39 -2.40 1.89
H 0.37 -1.41 2.63
I -2.83 -5.93 4.06
C -2.59 -3.95 3.52
C -2.76 -2.84 4.32
N -2.48 -1.78 3.54
N -2.16 -2.12 2.28
C -2.23 -3.44 2.26
H -3.04 -2.75 5.35
H -2.58 -0.81 3.78
H -2.04 -3.99 1.36
N -3.05 2.11 -2.95
C -1.76 1.81 -2.66
O -1.57 1.06 -1.62
C -0.73 2.31 -3.47
C -1.05 3.11 -4.59
N -1.32 3.77 -5.50
C 0.69 2.07 -3.10
N 2.51 1.15 -3.73
H -3.28 2.62 -3.78
H -3.78 1.69 -2.41
*
```

natural (NBO) atomic charge list, values in e, 5 entries: atom 1 (Sn): 1.44, atom 2 (C): -0.24, atom 3 (C): -0.23, atom 4 (N): -0.67, atom 5 (C): -0.26

No. 2
A molecular structure, C18H23MnN3OS5 at a distorted geometry, computed with ωB97M-V/def2-TZVPD.

Values from the calculation:
molar mass: 512.7 Da
calculated total energy: -111052.52774 eV
E_HOMO (spin up / spin down): -0.275 / -0.280 Eh
<S²>: 1.010
Kohn-Sham gap (spin up / spin down): 7.0 / 6.6 eV

Geometry as ORCA input:
```
! RIJCOSX wB97M-V def2-TZVPD def2/J DEFGRID3
* xyz 0 2
Mn -0.78 -0.31 -0.80
O -7.40 1.35 -1.09
C -6.25 1.03 -1.11
S -5.66 -0.62 -0.81
C -3.97 -0.20 -0.86
C -3.60 1.07 -1.09
S -1.98 1.67 -1.22
S -4.91 2.20 -1.28
S -2.79 -1.47 -0.70
C 2.23 1.07 -4.92
N 1.43 1.73 -3.88
C 1.37 3.19 -3.81
C 1.04 1.04 -2.83
N 0.69 0.45 -1.91
H 2.00 1.55 -5.87
H 1.94 0.02 -4.99
H 3.29 1.14 -4.72
H 1.19 3.57 -4.82
H 2.30 3.62 -3.43
H 0.55 3.49 -3.18
S -1.75 -1.56 -2.47
C 0.21 -3.76 0.56
C 1.53 -3.06 0.91
C 2.31 -2.62 -0.33
C 1.40 -1.96 1.96
C 2.05 -2.16 3.17
C 1.97 -1.21 4.19
C 1.23 -0.05 4.01
C 0.56 0.21 2.82
C -0.23 1.49 2.68
C 0.37 2.43 1.62
C -1.74 1.28 2.51
C 0.65 -0.76 1.80
N 0.02 -0.54 0.62
H 0.43 -4.65 -0.04
H -0.45 -3.12 -0.02
H -0.32 -4.08 1.46
H 2.15 -3.81 1.41
H 1.76 -1.89 -0.92
H 2.50 -3.49 -0.97
H 3.28 -2.19 -0.06
H 2.62 -3.06 3.31
H 2.48 -1.39 5.12
H 1.17 0.68 4.81
H -0.09 1.99 3.64
H 0.36 1.98 0.63
H 1.40 2.68 1.88
H -0.21 3.35 1.57
H -1.98 0.74 1.60
H -2.25 2.24 2.46
H -2.14 0.72 3.36
*
```

natural (NBO) atomic charge list, values in e, 5 entries: atom 1 (Mn): 0.51, atom 2 (O): -0.55, atom 3 (C): 0.20, atom 4 (S): 0.34, atom 5 (C): -0.53

No. 3
A single C18H23N3O2S molecule at a distorted geometry, computed with ωB97M-V/def2-TZVPD.

Values from the calculation:
ΔE to the lowest compared entry with this formula, charge and spin: 17.608 eV
molar mass: 345.5 Da
SMILES: Cc1ccc(-c2csc(NC(=O)CN3C[C@@H](C)O[C@@H](C)C3)n2)cc1
calculated total energy: -38424.36641 eV
E_HOMO: -0.253 Eh
Kohn-Sham gap: 7.5 eV

Geometry as ORCA input:
```
! RIJCOSX wB97M-V def2-TZVPD def2/J DEFGRID3
* xyz 0 1
C -6.75 -2.02 0.01
C -5.39 -1.22 -0.08
C -4.14 -1.74 -0.10
C -3.08 -1.13 -0.08
C -3.15 0.12 -0.20
C -1.89 1.01 -0.04
C -1.84 2.61 0.03
S -0.22 2.97 -0.07
C 0.28 0.98 -0.14
N 1.55 0.71 -0.16
C 2.53 1.56 0.19
O 2.47 2.63 0.16
C 3.97 0.93 0.22
N 4.30 -0.32 0.24
C 3.63 -1.05 1.47
C 2.70 -2.08 0.97
C 1.40 -2.44 2.06
O 2.15 -2.14 -0.29
C 3.01 -1.90 -1.16
C 2.52 -1.22 -2.49
C 4.39 -1.24 -0.71
N -0.73 0.46 -0.01
C -4.48 0.84 -0.01
C -5.67 0.05 0.09
H -7.68 -1.47 -0.74
H -6.48 -3.08 -0.48
H -7.10 -2.22 0.99
H -4.29 -3.06 -0.05
H -2.27 -1.62 -0.02
H -2.68 3.24 0.28
H 1.77 -0.37 0.03
H 4.47 1.55 0.99
H 4.42 1.43 -0.67
H 4.37 -1.63 2.07
H 3.00 -0.43 2.04
H 3.27 -2.98 0.99
H 0.88 -1.56 1.98
H 0.89 -3.15 1.59
H 1.80 -2.58 2.83
H 3.38 -3.04 -1.71
H 3.11 -1.46 -3.24
H 2.42 -0.09 -2.65
H 1.63 -1.73 -2.76
H 5.10 -2.05 -0.60
H 4.86 -0.69 -1.37
H -4.54 2.03 -0.15
H -6.56 0.70 -0.21
*
```

natural (NBO) atomic charge list, values in e, 5 entries: atom 1 (C): -0.60, atom 2 (C): -0.06, atom 3 (C): -0.11, atom 4 (C): -0.29, atom 5 (C): -0.02